The following is a quantum chemistry calculation of a molecular structure, C48H33N7O5P2Se2Ti at a distorted geometry, from OMol25.

Properties
M: 1055.6 g mol⁻¹
HOMO energy: -1.46 eV
total charge: -2
gap between HOMO and LUMO: 5.06 eV
relative energy (zero: lowest compared OMol25 entry of this formula, charge and spin): 0.995 eV

Geometry as XYZ:
```
98
Properties=species:S:1:pos:R:3:forces:R:3:lowdin_charge:R:1
Se 0.080262 -2.719506 -2.386654 0.06 0.02 0.06 0.4185
Se 0.168437 3.298668 -3.206271 -0.05 -0.05 0.03 0.3632
Ti 0.243650 -2.333473 1.467668 -0.59 -0.15 0.97 1.1006
P 0.117296 -0.622283 -2.255208 -0.08 -0.03 0.08 0.5826
P 0.120429 3.161759 -1.099072 0.08 0.01 0.02 0.5891
O 0.355760 -4.328323 1.371663 0.21 -0.17 0.03 -0.0821
O 1.998992 -6.875548 1.867280 -0.05 -0.07 0.02 0.0935
O 4.748195 -3.461489 -0.012406 0.05 0.06 -0.04 0.0896
O 1.859569 -2.468194 0.271207 0.27 -0.01 -0.07 -0.2016
O 4.726180 -6.227814 0.985910 0.11 -0.08 0.02 0.1132
N 1.709726 -1.280808 2.612917 -0.08 -0.03 -0.25 -0.0091
N 0.570599 -2.075203 4.439013 0.30 0.20 -0.01 0.0605
N -0.503260 0.407529 1.476111 0.24 0.06 -0.19 0.0002
N -1.775607 -2.584840 1.427950 0.13 -0.07 0.17 -0.0616
N -0.240785 -0.465352 0.504404 -0.02 0.56 -0.34 -0.0900
N -0.437895 1.620359 1.010734 -0.24 0.02 -0.12 0.0000
N -0.195015 -2.459840 3.369193 -0.04 -0.02 -0.02 -0.1334
C -2.887967 -3.431356 -0.573123 0.00 0.02 0.09 -0.0683
C 1.689004 3.754886 -0.360819 -0.02 -0.04 -0.06 -0.3322
C 4.072588 4.746288 0.678113 -0.01 0.01 0.01 -0.0952
C 2.182994 3.264317 0.844426 -0.01 -0.03 0.04 -0.0759
C 3.373574 3.761304 1.359026 0.01 -0.01 -0.03 -0.0763
C -2.997452 -4.213034 5.065315 -0.01 -0.01 0.01 -0.1411
C -2.036177 4.919156 -1.203393 0.01 -0.07 0.02 -0.1189
C 3.583532 5.232388 -0.528491 0.04 0.00 0.03 -0.0939
C -3.886668 -4.250792 3.997671 0.01 0.00 0.00 -0.1386
C -2.989649 5.779615 -0.676641 -0.02 0.02 0.04 -0.0969
C 2.568577 -0.784301 4.833926 -0.04 -0.01 0.06 -0.0417
C 3.783296 -4.050227 0.427891 0.00 -0.01 -0.05 -0.2829
C -3.743940 -3.235201 -1.645044 -0.04 -0.01 -0.01 -0.1040
C 1.667282 0.066846 -2.916567 -0.06 0.02 -0.09 -0.3570
C 1.603646 -4.589932 1.156720 0.06 -0.11 -0.12 -0.2714
C -1.445251 -0.453383 -4.528659 0.04 -0.03 -0.06 -0.1194
C 2.713933 -0.521472 2.115895 0.16 0.01 -0.14 -0.1526
C 2.361637 -5.813291 1.410082 0.03 0.01 -0.05 -0.2825
C -1.740581 -3.637863 4.908138 0.02 0.10 -0.05 -0.0416
C -3.408400 1.174008 -3.461749 0.05 0.04 -0.02 -0.0955
C -2.265650 -3.167990 2.579304 0.01 0.18 -0.07 -0.2360
C -1.145872 4.261322 -0.361937 0.00 0.01 -0.11 -0.3204
C 3.558608 -0.033508 4.298131 -0.02 -0.05 -0.01 -0.1194
C -0.038190 0.210324 -0.650863 -0.09 -0.03 0.06 -0.3833
C -3.051817 5.991563 0.692287 0.01 -0.01 -0.01 -0.1016
C -1.314167 0.000482 -3.217742 0.03 0.11 -0.01 -0.3491
C 3.778353 1.187187 -2.608810 0.01 0.00 0.03 -0.0712
C -3.530497 -3.729065 2.758078 0.00 -0.10 0.06 -0.0358
C -2.318499 0.801402 -2.687521 0.11 -0.01 -0.05 -0.1284
C -0.162345 1.564375 -0.319521 0.04 -0.17 0.15 -0.4250
C -2.669515 -2.414454 0.356047 0.02 0.00 -0.22 -0.3145
C 3.155204 0.383893 -4.782083 0.02 0.01 -0.01 -0.0856
C 2.401175 4.734821 -1.049242 -0.02 -0.01 0.01 -0.1165
C -1.210672 4.475669 1.014788 0.07 0.03 0.00 -0.0816
C -2.515459 -0.057981 -5.310955 0.00 -0.04 -0.04 -0.0868
C 1.973738 -0.113469 -4.262406 -0.02 0.00 -0.02 -0.0985
C 2.403806 -3.602340 0.579808 0.06 0.01 -0.14 -0.2929
C 3.637260 0.125106 2.882300 -0.08 -0.03 0.02 -0.1134
C 1.589265 -1.397356 3.978871 -0.27 -0.18 0.18 -0.3744
C 4.059224 1.040501 -3.955796 0.03 0.01 -0.04 -0.0907
C 2.585582 0.703750 -2.091969 -0.01 -0.03 0.01 -0.0929
C -3.328777 -1.196699 0.185753 -0.01 -0.02 0.03 -0.0293
C -1.377024 -3.108082 3.676969 -0.17 -0.13 -0.01 -0.2293
C 3.780323 -5.484155 0.950559 -0.09 0.06 -0.02 -0.2547
C -3.500837 0.763726 -4.779558 -0.04 0.02 0.00 -0.0963
C -4.180697 -1.001262 -0.890641 -0.07 -0.06 0.06 -0.1158
C -2.160056 5.338680 1.534796 -0.04 0.04 0.00 -0.0840
C -4.393546 -2.019448 -1.810496 -0.02 0.00 -0.01 -0.1127
H -3.279346 -4.629656 6.025615 -0.02 -0.01 0.00 0.0776
H 3.749307 3.354384 2.288212 0.03 0.00 0.03 0.0980
H -2.349778 -4.363133 -0.447320 0.00 0.01 0.00 0.1180
H -2.276172 1.120884 -1.658829 0.06 0.05 0.09 0.0913
H 1.655355 2.490476 1.389014 0.02 0.02 -0.04 0.0905
H -0.536146 3.951375 1.676235 -0.01 0.03 -0.02 0.0900
H -1.038118 -3.572819 5.726915 0.01 0.00 0.01 0.0889
H 4.482584 1.678549 -1.948408 -0.01 0.00 -0.01 0.1061
H 1.290788 -0.652600 -4.906242 0.05 0.04 0.02 0.0862
H 4.435028 0.683480 2.414081 0.01 0.03 -0.02 0.0799
H -3.887493 -4.029502 -2.368350 0.01 0.01 -0.01 0.0952
H -2.206259 5.494060 2.605304 -0.01 0.01 0.00 0.1001
H -4.672607 -0.043753 -1.017593 -0.02 -0.01 0.01 0.0922
H 4.987537 1.422300 -4.363076 0.00 0.00 0.00 0.0954
H -2.592649 -0.412703 -6.331638 0.00 0.00 0.00 0.0960
H 2.032313 5.081397 -2.006739 -0.01 -0.01 0.01 0.0568
H 3.377336 0.248828 -5.833521 0.01 0.00 0.00 0.0967
H -0.722342 -1.155362 -4.925003 -0.05 0.02 0.01 0.0706
H -4.181636 1.793609 -3.024063 -0.01 0.00 0.00 0.1035
H 2.380049 0.828083 -1.038933 -0.01 -0.01 0.07 0.0886
H 4.298040 0.432501 4.940395 -0.01 0.01 0.00 0.0860
H -3.794596 6.663186 1.105625 0.00 0.00 0.00 0.0938
H -4.229696 -3.761801 1.931890 0.02 0.01 -0.01 0.0985
H 2.769972 -0.496659 1.033727 0.02 0.04 0.01 0.0975
H -1.972062 4.748908 -2.271614 0.02 0.00 0.01 0.0402
H 5.002526 5.128483 1.081711 0.00 0.00 -0.01 0.0953
H 4.131296 5.990587 -1.074800 0.01 0.00 0.01 0.0956
H -3.681230 6.282865 -1.341144 -0.01 0.01 0.01 0.0951
H 2.467156 -0.940866 5.899816 0.00 0.02 -0.01 0.0947
H -5.046574 -1.859247 -2.659977 0.00 0.01 -0.02 0.0903
H -3.146111 -0.408901 0.907625 0.00 0.00 0.01 0.1106
H -4.346131 1.063546 -5.387674 0.00 0.00 0.00 0.0939
H -4.869803 -4.691084 4.123483 0.00 -0.01 0.02 0.0796
```
Forces are in eV/Å.